1.
Density functional theory data (wB97M-V/def2-TZVPD) for C42H50ClN3O14P2S2V as an isolated structure.

- multiplicity = 2
- net charge = 0
- E_LUMO (spin up / spin down) (eV) = -0.1 / -0.3
- orbital gap (spin up / spin down) (eV) = 7.4 / 5.2
- E_HOMO (spin up / spin down) (eV) = -7.5 / -5.6

Last column: Mulliken spin population.
CARTESIAN COORDINATES (ANGSTROEM)
V  0.247  -0.287  0.416  1.67
O  -1.120  -3.884  6.009  -0.01
C  -0.505  -2.803  6.025  0.00
O  -0.294  -1.988  6.943  -0.01
C  -0.042  -2.312  4.631  -0.07
C  0.655  -1.118  4.499  0.02
C  0.862  -0.587  3.237  -0.02
N  0.430  -1.239  2.138  -0.21
C  -0.115  -2.474  2.242  -0.08
C  -0.385  -3.019  3.485  0.05
C  -0.139  -3.136  0.955  -0.01
C  -0.545  -4.458  0.760  0.01
C  -0.242  -5.079  -0.428  -0.04
C  0.479  -4.369  -1.392  -0.01
C  0.777  -3.047  -1.158  -0.01
N  0.433  -2.403  -0.031  -0.06
C  1.471  0.678  2.890  -0.05
C  1.960  1.603  3.813  0.01
C  2.480  2.793  3.363  -0.04
C  2.511  3.041  1.989  -0.01
C  2.023  2.084  1.135  -0.02
N  1.506  0.916  1.553  -0.06
H  0.955  -0.616  5.410  0.00
H  -0.855  -3.985  3.622  0.00
H  -1.043  -4.982  1.564  0.00
H  -0.519  -6.112  -0.595  0.00
H  0.805  -4.834  -2.312  0.00
H  1.329  -2.471  -1.886  -0.01
H  1.915  1.372  4.868  0.00
H  2.858  3.525  4.065  -0.01
H  2.907  3.963  1.587  0.00
H  2.033  2.239  0.069  0.00
C  -5.399  -3.471  0.708  0.00
C  -5.365  -1.997  0.374  0.00
C  -6.242  -1.170  1.288  0.00
O  -3.977  -1.576  0.524  -0.02
P  -3.173  -0.622  -0.426  0.01
O  -1.749  -1.020  -0.468  0.01
C  -3.430  1.075  0.106  0.00
P  -2.586  1.410  1.655  0.01
O  -1.260  0.748  1.632  -0.04
O  -3.603  0.877  2.724  0.00
C  -3.466  1.018  4.186  0.00
C  -4.804  0.639  4.775  0.00
C  -2.330  0.163  4.681  0.00
O  -2.424  2.952  1.871  0.00
C  -3.405  4.038  1.800  0.00
C  -4.697  3.732  2.531  0.00
C  -3.644  4.446  0.360  0.00
O  -3.910  -0.627  -1.820  0.00
C  -3.421  -1.383  -2.970  0.00
C  -3.506  -0.473  -4.172  0.00
C  -4.230  -2.654  -3.102  0.00
H  -6.415  -3.854  0.602  0.00
H  -5.073  -3.631  1.737  0.00
H  -4.744  -4.035  0.044  0.00
H  -5.646  -1.838  -0.669  0.00
H  -5.951  -1.322  2.325  0.00
H  -7.284  -1.472  1.169  0.00
H  -6.169  -0.106  1.064  0.00
H  -4.497  1.296  0.157  0.00
H  -2.978  1.714  -0.658  0.00
H  -3.259  2.074  4.371  0.00
H  -4.990  -0.424  4.626  0.00
H  -5.614  1.213  4.325  0.00
H  -4.792  0.828  5.849  0.00
H  -2.462  -0.869  4.352  0.00
H  -2.287  0.161  5.772  0.00
H  -1.379  0.526  4.303  0.00
H  -2.883  4.842  2.319  0.00
H  -5.233  2.897  2.078  0.00
H  -5.337  4.613  2.465  0.00
H  -4.533  3.514  3.585  0.00
H  -4.328  3.758  -0.141  0.00
H  -2.708  4.483  -0.190  0.00
H  -4.107  5.434  0.345  0.00
H  -2.384  -1.632  -2.756  0.00
H  -4.548  -0.277  -4.433  0.00
H  -3.019  -0.948  -5.026  0.00
H  -3.007  0.476  -3.970  0.00
H  -5.290  -2.423  -3.229  0.00
H  -4.106  -3.292  -2.225  0.00
H  -3.895  -3.210  -3.979  0.00
O  1.090  0.129  -3.480  0.00
S  2.237  0.320  -2.449  -0.02
O  3.437  -0.176  -3.032  0.00
O  1.913  -0.214  -1.143  -0.05
C  2.340  2.096  -2.428  0.00
C  3.601  2.603  -2.716  0.00
C  3.813  3.973  -2.747  0.00
C  2.760  4.837  -2.499  0.00
C  1.502  4.331  -2.205  0.00
C  1.273  2.964  -2.165  0.00
S  -0.395  2.474  -1.711  -0.01
O  -0.836  3.476  -0.774  0.00
O  -1.156  2.371  -2.935  0.00
O  -0.206  1.153  -1.089  0.04
H  4.408  1.915  -2.923  0.00
H  4.800  4.355  -2.970  0.00
H  2.914  5.908  -2.525  0.00
H  0.681  4.998  -1.979  0.00
Cl  -0.997  -4.232  -8.059  0.00
C  -0.726  -3.198  -6.691  0.00
C  -0.971  -3.677  -5.417  0.00
C  -0.747  -2.844  -4.330  0.00
C  -0.295  -1.543  -4.510  0.00
C  -0.152  -0.621  -3.335  0.01
C  -0.053  -1.083  -5.801  0.00
C  -0.262  -1.907  -6.894  0.00
H  -1.323  -4.691  -5.278  0.00
H  -0.923  -3.220  -3.328  0.00
H  -0.158  -1.150  -2.387  0.01
H  -0.932  0.137  -3.310  0.00
H  0.303  -0.072  -5.953  0.00
H  -0.073  -1.555  -7.899  0.00

***

2.
Density functional theory data (wB97M-V/def2-TZVPD) for C42H50N5OSSiTi as an isolated structure.

- multiplicity = 2
- net charge = 0
- E_LUMO (spin up / spin down) (eV) = 0.2 / 0.2
- orbital gap (spin up / spin down) (eV) = 7.1 / 7.2
- E_HOMO (spin up / spin down) (eV) = -7.0 / -7.0
- energy relative to the best compared isomer or geometry (same formula, charge and spin) (kJ/mol) = 86.7

Last column: Mulliken spin population.
CARTESIAN COORDINATES (ANGSTROEM)
Ti  0.450  0.646  0.102  0.84
C  -0.587  0.315  -4.557  0.00
Si  0.389  1.281  -3.313  0.03
C  -0.228  3.024  -3.623  0.00
C  2.197  1.231  -3.623  0.01
N  -0.053  0.616  -1.736  0.12
C  -1.426  0.250  -1.595  -0.03
C  -2.420  1.227  -1.421  0.00
C  -3.734  0.946  -1.224  0.00
C  -4.101  -0.383  -0.977  0.00
C  -3.225  -1.384  -1.236  0.00
C  -1.871  -1.080  -1.654  0.01
O  -1.005  -2.070  -1.908  0.01
C  -1.545  -3.384  -1.844  0.00
C  -1.587  -4.120  -0.692  0.00
C  -2.243  -5.353  -0.707  0.00
C  -2.838  -5.875  -1.875  0.00
C  -2.649  -5.174  -3.025  0.00
C  -2.148  -3.867  -3.047  0.00
H  -1.639  0.606  -4.412  0.00
H  -0.388  -0.767  -4.521  0.00
H  -0.234  0.464  -5.577  0.00
H  0.102  3.403  -4.580  0.00
H  0.136  3.754  -2.845  0.00
H  -1.275  3.000  -3.734  0.00
H  2.560  0.254  -3.517  0.00
H  2.827  1.831  -2.942  -0.01
H  2.280  1.554  -4.688  0.00
H  -2.099  2.226  -1.531  -0.01
H  -4.471  1.748  -1.076  0.00
H  -5.080  -0.716  -0.610  0.00
H  -3.494  -2.430  -1.122  0.00
H  -1.013  -3.887  0.212  0.00
H  -2.362  -5.843  0.251  0.00
H  -3.441  -6.780  -1.767  0.00
H  -2.916  -5.599  -3.967  0.00
H  -2.279  -3.196  -3.893  0.00
C  3.846  0.318  0.015  0.03
N  2.759  -0.584  0.493  -0.03
C  2.877  -0.701  1.972  0.02
C  2.903  -1.881  -0.067  0.02
C  2.780  -1.929  -1.565  -0.02
N  3.124  -3.105  -2.272  0.00
C  2.495  -3.149  -3.621  0.00
C  4.538  -3.352  -2.391  0.00
H  4.815  -0.138  0.201  0.00
H  3.688  1.200  0.638  0.00
H  3.923  0.590  -1.033  -0.02
H  3.942  -0.962  2.133  0.00
H  2.210  -1.389  2.446  0.00
H  2.674  0.352  2.383  -0.01
H  2.136  -2.486  0.335  -0.02
H  3.861  -2.362  0.284  0.00
H  3.366  -1.084  -2.038  0.00
H  1.773  -1.774  -1.780  0.02
H  2.997  -2.504  -4.282  0.00
H  1.408  -3.012  -3.485  0.00
H  2.673  -4.122  -4.076  0.00
H  5.000  -2.764  -3.161  0.00
H  4.744  -4.392  -2.624  0.00
H  5.044  -3.131  -1.463  0.00
C  -3.123  1.865  2.594  0.00
C  -2.627  3.027  3.146  0.00
C  -1.475  3.565  2.648  0.00
C  -0.824  3.029  1.597  -0.01
N  -1.262  1.817  1.142  -0.04
C  -2.345  1.226  1.606  0.02
C  0.419  3.512  0.963  0.08
C  0.491  4.912  0.855  0.00
C  1.487  5.476  0.126  0.00
C  2.382  4.680  -0.537  0.00
C  2.301  3.284  -0.437  -0.05
C  1.309  2.658  0.328  0.02
H  -3.970  1.444  3.023  0.00
H  -3.179  3.533  3.910  0.00
H  -1.189  4.542  3.000  0.00
H  -2.592  0.211  1.238  -0.02
H  -0.221  5.517  1.367  0.00
H  1.594  6.539  0.028  0.00
H  3.113  5.192  -1.184  0.00
H  2.987  2.582  -0.885  -0.02
C  1.519  2.390  4.379  0.00
C  0.383  1.515  4.501  0.00
C  -0.511  1.809  5.530  0.00
C  -1.670  1.137  5.756  0.00
C  -1.987  0.173  4.811  0.00
C  -3.202  -0.517  4.813  0.00
C  -3.379  -1.559  3.998  0.00
C  -2.456  -1.912  3.041  0.00
C  -1.295  -1.147  2.839  0.00
S  -0.177  -1.528  1.559  0.00
C  -1.014  -0.105  3.806  0.01
N  0.105  0.568  3.577  0.01
H  1.237  3.401  4.669  0.00
H  1.929  2.328  3.374  0.00
H  2.377  2.185  5.055  0.00
H  -0.158  2.549  6.292  0.00
H  -2.350  1.334  6.552  0.00
H  -3.957  -0.228  5.563  0.00
H  -4.249  -2.282  4.128  0.00
H  -2.589  -2.826  2.464  0.00

***

3.
Density functional theory data (wB97M-V/def2-TZVPD) for C42H51BeN3P3Te as an isolated structure.

- multiplicity = 1
- net charge = +1
- E_LUMO (eV) = -2.9
- orbital gap (eV) = 6.5
- E_HOMO (eV) = -9.3

Last column: Löwdin charge in e.
CARTESIAN COORDINATES (ANGSTROEM)
Be  0.556  -0.158  1.187  -0.17
Te  -0.412  3.035  -1.733  1.31
C  -1.691  2.922  -3.470  -0.53
C  -1.424  2.142  -4.569  -0.11
C  -2.450  2.078  -5.514  -0.13
N  -3.542  2.831  -5.434  0.06
C  -3.762  3.583  -4.411  -0.17
C  -2.834  3.720  -3.389  -0.14
C  -0.441  1.016  -1.064  -0.95
P  1.014  0.004  -1.064  0.91
C  2.313  1.049  -1.799  -0.41
C  3.501  1.200  -1.048  -0.13
C  4.517  2.045  -1.440  -0.08
C  4.417  2.772  -2.670  -0.05
C  3.302  2.501  -3.493  -0.07
C  2.293  1.608  -3.102  -0.13
C  0.936  -1.267  -2.429  -0.35
C  -0.291  -1.521  -3.059  -0.09
C  -0.414  -2.552  -3.995  -0.06
C  0.705  -3.295  -4.339  -0.08
C  1.939  -2.980  -3.807  -0.08
C  2.063  -1.898  -2.948  -0.11
P  -1.457  0.542  0.333  0.92
C  -2.177  2.150  0.956  -0.39
C  -1.626  2.737  2.076  -0.12
C  -1.979  4.090  2.391  -0.07
C  -2.943  4.814  1.678  -0.07
C  -3.602  4.122  0.652  -0.09
C  -3.283  2.805  0.343  -0.11
C  -2.902  -0.310  -0.373  -0.37
C  -3.276  0.134  -1.622  -0.12
C  -4.243  -0.623  -2.345  -0.04
C  -4.764  -1.803  -1.799  -0.06
C  -4.394  -2.186  -0.517  -0.09
C  -3.503  -1.442  0.200  -0.10
H  -0.640  1.392  -4.623  0.09
H  -2.350  1.513  -6.398  0.09
H  -4.725  4.080  -4.363  0.11
H  -3.045  4.375  -2.513  0.09
H  3.605  0.592  -0.190  0.05
H  5.398  2.100  -0.813  0.10
H  5.245  3.326  -3.049  0.09
H  3.390  2.933  -4.491  0.11
H  1.427  1.303  -3.693  0.09
H  -1.113  -0.893  -2.821  0.07
H  -1.370  -2.748  -4.461  0.11
H  0.660  -4.122  -5.060  0.11
H  2.829  -3.511  -4.027  0.10
H  3.059  -1.530  -2.700  0.11
H  -0.886  2.290  2.725  0.06
H  -1.492  4.543  3.243  0.08
H  -3.159  5.842  1.934  0.11
H  -4.358  4.621  0.010  0.12
H  -3.884  2.187  -0.347  0.11
H  -2.827  1.073  -2.001  0.08
H  -4.446  -0.344  -3.361  0.10
H  -5.547  -2.317  -2.312  0.10
H  -4.914  -2.978  0.022  0.11
H  -3.190  -1.736  1.170  0.08
C  3.356  -1.615  1.822  -0.10
C  2.372  -2.832  1.740  -0.53
C  2.517  -3.625  0.450  -0.09
P  0.701  -2.147  2.089  1.06
C  -0.524  -3.450  1.647  -0.51
C  -0.608  -3.721  0.071  -0.07
C  -0.421  -4.748  2.494  -0.08
C  0.687  -1.874  3.939  -0.54
C  -0.733  -1.451  4.430  -0.10
C  1.239  -2.979  4.844  -0.11
H  4.380  -1.978  1.694  0.09
H  3.233  -1.097  2.796  0.07
H  3.072  -0.928  1.039  0.00
H  2.644  -3.497  2.526  0.07
H  2.042  -3.062  -0.398  0.07
H  2.160  -4.665  0.569  0.08
H  3.611  -3.752  0.312  0.09
H  -1.485  -2.987  1.882  0.07
H  0.092  -4.526  -0.124  0.06
H  -0.349  -2.873  -0.598  0.05
H  -1.663  -4.010  -0.088  0.08
H  -1.117  -5.411  1.975  0.08
H  -0.795  -4.627  3.531  0.07
H  0.666  -5.104  2.472  0.10
H  1.368  -1.043  4.010  0.06
H  -1.385  -2.344  4.308  0.08
H  -1.024  -0.487  3.889  0.08
H  -0.715  -1.255  5.526  0.09
H  0.498  -3.806  4.947  0.07
H  1.347  -2.619  5.882  0.09
H  2.247  -3.327  4.483  0.08
C  1.451  3.461  4.290  0.00
N  2.107  3.076  2.998  -0.15
C  3.350  3.806  2.590  -0.01
C  1.730  1.986  2.342  -0.09
N  1.224  0.963  2.008  0.15
H  0.755  4.324  4.175  0.09
H  2.293  3.782  4.983  0.12
H  0.934  2.594  4.686  0.09
H  3.451  3.844  1.494  0.09
H  4.251  3.305  3.051  0.11
H  3.228  4.845  2.961  0.10

***

4.
Density functional theory data (wB97M-V/def2-TZVPD) for C42H51ClNO4PPt as an isolated structure.

- multiplicity = 3
- net charge = 0
- E_LUMO (spin up / spin down) (eV) = -0.1 / -0.1
- orbital gap (spin up / spin down) (eV) = 6.6 / 7.9
- E_HOMO (spin up / spin down) (eV) = -6.7 / -8.0
- energy relative to the best compared isomer or geometry (same formula, charge and spin) (kJ/mol) = 0.0

Last column: Mulliken spin population.
CARTESIAN COORDINATES (ANGSTROEM)
Pt  0.335  -0.312  -0.365  1.63
C  3.052  -0.134  3.041  0.01
C  3.525  1.170  2.962  -0.01
C  3.096  1.987  1.929  0.01
C  2.195  1.505  0.979  -0.04
C  1.699  0.192  1.050  0.16
C  2.153  -0.610  2.097  -0.04
C  1.695  2.347  -0.124  0.00
C  2.220  3.636  -0.410  0.01
C  1.702  4.366  -1.430  -0.01
C  0.627  3.853  -2.193  0.01
C  0.015  4.576  -3.241  0.00
C  -1.039  4.041  -3.925  0.00
C  -1.522  2.761  -3.585  0.00
C  -0.944  2.033  -2.582  0.01
C  0.152  2.566  -1.868  0.00
N  0.719  1.842  -0.858  0.13
H  3.387  -0.781  3.844  0.00
H  4.220  1.548  3.701  0.00
H  3.465  3.003  1.881  0.00
H  1.802  -1.635  2.178  0.00
H  3.039  4.022  0.178  0.00
H  2.101  5.345  -1.669  0.00
H  0.393  5.563  -3.484  0.00
H  -1.509  4.598  -4.725  0.00
H  -2.366  2.349  -4.124  0.00
H  -1.307  1.049  -2.319  0.00
O  -1.628  -0.172  0.885  -0.02
P  -2.308  -1.090  1.866  0.00
C  -1.378  -2.645  2.207  -0.01
C  -2.218  -3.789  2.811  0.01
C  -2.809  -4.749  1.781  0.00
C  -1.736  -5.291  0.842  0.01
C  -1.054  -4.142  0.111  0.00
C  -0.444  -3.152  1.090  -0.19
C  -3.994  -1.478  1.274  0.01
C  -4.988  -0.332  1.513  0.00
C  -4.668  0.921  0.693  0.00
C  -4.300  0.581  -0.767  0.00
C  -4.691  -0.850  -1.122  0.00
C  -3.923  -1.838  -0.242  0.00
C  -2.475  -0.155  3.432  0.00
C  -3.124  -0.853  4.638  0.00
C  -2.132  -1.565  5.559  0.00
C  -1.007  -0.630  5.989  0.00
C  -0.253  -0.116  4.768  0.00
C  -1.185  0.611  3.803  -0.01
H  -0.715  -2.280  2.997  0.01
H  -3.010  -3.398  3.455  0.00
H  -1.557  -4.366  3.467  0.00
H  -3.577  -4.248  1.185  0.00
H  -3.310  -5.565  2.307  0.00
H  -2.171  -5.996  0.131  0.00
H  -0.992  -5.850  1.423  0.00
H  -1.775  -3.639  -0.536  0.00
H  -0.268  -4.515  -0.549  -0.01
H  -0.037  -2.287  0.539  0.23
H  0.416  -3.625  1.576  -0.02
H  -4.339  -2.343  1.848  0.00
H  -5.058  -0.089  2.576  0.00
H  -5.976  -0.706  1.233  0.00
H  -3.840  1.465  1.152  0.00
H  -5.535  1.585  0.728  0.00
H  -3.220  0.677  -0.896  -0.01
H  -4.772  1.287  -1.453  0.00
H  -4.450  -1.059  -2.167  0.00
H  -5.771  -0.988  -1.017  0.00
H  -2.888  -1.820  -0.589  0.01
H  -4.297  -2.852  -0.401  0.00
H  -3.176  0.613  3.087  0.00
H  -3.911  -1.541  4.313  0.00
H  -3.630  -0.082  5.230  0.00
H  -1.694  -2.433  5.057  0.00
H  -2.668  -1.951  6.429  0.00
H  -0.327  -1.144  6.671  0.00
H  -1.429  0.218  6.541  0.00
H  0.248  -0.951  4.271  0.00
H  0.546  0.568  5.064  0.00
H  -0.652  0.896  2.893  0.00
H  -1.497  1.545  4.284  0.00
C  1.923  -5.364  -4.432  0.00
C  0.527  -5.330  -3.881  0.00
C  -0.080  -6.460  -3.359  0.00
C  -1.374  -6.400  -2.861  0.00
Cl  -2.109  -7.841  -2.211  0.00
C  -2.077  -5.214  -2.862  0.00
C  -1.478  -4.067  -3.370  0.00
C  -0.194  -4.128  -3.891  0.00
O  0.448  -3.072  -4.467  0.00
C  -0.108  -1.786  -4.261  0.01
C  0.080  -1.316  -2.821  0.02
O  -0.948  -1.109  -2.105  0.00
O  1.241  -1.113  -2.403  0.10
H  2.341  -6.367  -4.357  0.00
H  2.566  -4.669  -3.889  0.00
H  1.937  -5.054  -5.478  0.00
H  0.458  -7.399  -3.340  0.00
H  -3.081  -5.174  -2.461  0.00
H  -2.020  -3.133  -3.326  0.00
H  -1.163  -1.754  -4.538  0.00
H  0.448  -1.117  -4.914  0.00